C2H9N3O | wB97M-V/def2-TZVPD

Atoms and positions in Å:
1 C 3.042 -0.185 0.196
2 O 1.822 -0.753 0.719
3 H 3.525 -0.986 -0.361
4 H 2.795 0.614 -0.504
5 H 3.722 0.147 0.975
6 H 1.737 -0.396 1.600
7 N -1.348 -0.544 -1.083
8 C -1.838 0.444 -0.275
9 N -2.232 0.021 0.959
10 N -2.157 1.647 -0.682
11 H -1.476 -0.400 -2.079
12 H -1.638 -1.466 -0.780
13 H -1.638 -0.719 1.310
14 H -2.483 0.733 1.640
15 H -1.834 1.843 -1.635

Output
F_max: 3.65 eV Å⁻¹
Spin multiplicity: 2
<S²>: 0.759
HOMO level (spin up / spin down): -13.577 / -13.574 eV
Gap between HOMO and LUMO (spin up / spin down): 9.83 / 5.09 eV
LUMO energy (spin up / spin down): -3.7 / -8.5 eV
Charge: +1